1.
C28H15F9NO5PRu as an isolated structure. Source: the OMol25 dataset; level of theory: ωB97M-V with the def2-TZVPD basis set.

Element x y z (Å)
Ru  0.432819  -0.420113  0.428068
O  -2.751208  -0.283774  2.979778
C  -1.630221  -0.189413  2.495619
O  -1.378707  -0.625352  1.233837
C  -0.475184  0.400766  3.159319
C  -0.388624  0.983041  4.436304
C  0.793052  1.577621  4.824360
C  1.929896  1.622534  3.926756
C  1.780237  1.040581  2.704038
N  0.637925  0.437065  2.369044
C  2.744495  1.081826  1.516491
O  3.811921  1.652483  1.571276
O  2.271840  0.510269  0.423383
H  -1.258737  0.962380  5.080412
H  0.871473  2.026264  5.806483
H  2.856653  2.116236  4.180326
F  0.108762  7.090700  3.786638
C  0.131147  7.236342  2.453239
F  -0.885989  8.068041  2.132222
F  1.266034  7.898227  2.145673
C  0.026961  5.930363  1.720479
C  -0.209169  4.748353  2.396358
C  -0.313891  3.557425  1.684250
C  -0.184947  3.550269  0.302330
C  0.067936  4.750867  -0.366291
C  0.164912  5.935432  0.334093
P  -0.418246  1.968517  -0.596775
C  -2.123740  2.177411  -1.208360
C  -2.472785  3.078414  -2.216503
C  -3.800084  3.277992  -2.541636
C  -4.790941  2.592422  -1.842678
C  -4.455914  1.703966  -0.836292
C  -3.118580  1.488931  -0.523344
C  -6.224118  2.832362  -2.218407
F  -7.089055  2.219566  -1.396198
F  -6.531546  4.146743  -2.207306
F  -6.492866  2.394924  -3.468384
C  0.671772  2.129578  -2.046132
C  0.266805  1.632424  -3.284025
C  1.146131  1.601883  -4.354792
C  2.443641  2.060501  -4.188224
C  2.867927  2.528657  -2.951138
C  1.988519  2.556364  -1.884160
C  3.422257  2.011125  -5.324342
F  4.308453  1.006257  -5.184143
F  2.820218  1.833235  -6.516147
F  4.144075  3.147561  -5.416763
H  -0.300313  4.732733  3.473510
H  -0.503240  2.635458  2.220945
H  0.198421  4.759332  -1.441564
H  0.359072  6.864080  -0.187732
H  -1.704560  3.619415  -2.755110
H  -4.071775  3.972324  -3.326939
H  -5.227982  1.181969  -0.288973
H  -2.849551  0.786466  0.262850
H  -0.742506  1.264670  -3.419818
H  0.822054  1.221284  -5.313701
H  3.889638  2.857902  -2.813792
H  2.342101  2.884054  -0.913586
O  0.994533  -2.035149  0.617573

Atoms 1-6, force components in eV/Å:
Ru -0.2088 0.6861 0.0861
O -0.0498 0.0279 -0.0313
C 0.1233 0.0044 0.1520
O -0.1347 -0.1601 0.0124
C -0.3612 -0.1302 -0.0750
C 0.2652 0.1665 0.0396

The energy relative to the best compared isomer or geometry (same formula, charge and spin) is 21.8 kcal/mol. Its spin multiplicity is 6. Its net charge is -1. As for the expectation value of S²: 8.7807. The calculation puts the highest occupied orbital energy (alpha / beta) at -2.5 / -6.4 eV. The HOMO-LUMO gap (alpha / beta) comes out at 4.378 / 7.855 eV.

These are the Mulliken partial charges, in e, on atoms 1 to 5:
1 Ru 0.540
2 O -0.776
3 C 0.421
4 O -0.682
5 C 0.148



2.
C28H17Cl5MnN4S as an isolated structure in a non-equilibrium geometry. Source: the OMol25 dataset; level of theory: ωB97M-V with the def2-TZVPD basis set.

Element x y z (Å)
Mn  0.059681  -1.403789  0.341078
C  3.925163  -4.665750  3.204573
C  3.799394  -4.184569  1.912619
C  2.632678  -3.542889  1.520186
C  1.595626  -3.386374  2.420812
C  1.713284  -3.868344  3.720879
C  2.876936  -4.506956  4.105297
N  0.387359  -2.688647  2.004104
N  -0.548612  -2.758728  2.816387
C  -1.669571  -1.965319  2.497918
C  -2.743619  -2.014859  3.368776
C  -3.828219  -1.175839  3.143327
C  -3.800472  -0.305321  2.067873
C  -2.710958  -0.275899  1.189554
C  -1.635328  -1.112830  1.394657
H  4.834759  -5.163179  3.513092
H  4.605637  -4.304610  1.201349
H  2.545889  -3.186622  0.508290
H  0.903951  -3.736808  4.423300
H  2.968427  -4.877613  5.117344
H  -2.710209  -2.696264  4.208822
H  -4.679099  -1.193669  3.810007
H  -4.634320  0.363136  1.896063
H  -2.741817  0.413830  0.357100
Cl  2.161005  1.396698  2.160717
C  2.729249  0.531797  0.765212
C  1.915409  -0.443283  0.231417
C  2.404297  -1.087234  -0.873456
Cl  1.340172  -2.420939  -1.476812
C  3.614129  -0.844607  -1.499652
Cl  4.103015  -1.726994  -2.884083
C  4.409112  0.151444  -0.933631
Cl  5.919943  0.526153  -1.644701
C  3.970121  0.839192  0.207253
Cl  4.962431  2.053373  0.898880
S  -2.578905  2.461332  -4.251398
C  -1.874657  1.505929  -2.969889
C  -1.102398  2.013807  -1.926456
C  -0.571597  1.146578  -0.999558
N  -0.773333  -0.177650  -1.052553
C  -1.526279  -0.674374  -2.049018
C  -2.084702  0.122399  -3.015871
C  -2.405970  4.115018  -3.629016
C  -1.262821  4.854946  -3.888652
C  -1.193474  6.146471  -3.384756
N  -2.168267  6.716952  -2.677718
C  -3.267233  5.996292  -2.457273
C  -3.438314  4.693477  -2.907373
H  -0.913054  3.072917  -1.825830
H  0.042916  1.507302  -0.184034
H  -1.702012  -1.742007  -2.048739
H  -2.688563  -0.324417  -3.794256
H  -0.451529  4.444003  -4.475033
H  -0.311618  6.751184  -3.561459
H  -4.053355  6.482980  -1.892218
H  -4.350278  4.149177  -2.703448

Atoms 1-6, force components in eV/Å:
Mn -0.5262 0.7930 1.1248
C -0.0265 -0.0070 0.0233
C -0.0423 0.0177 -0.0170
C 0.1396 -0.0357 -0.1397
C -0.3628 0.1733 -0.1421
C -0.0312 -0.0071 0.1408

The energy relative to the best compared isomer or geometry (same formula, charge and spin) is 17.8 kcal/mol. Its spin multiplicity is 5. Its net charge is +1. As for the expectation value of S²: 6.1496. The calculation puts the highest occupied orbital energy (alpha / beta) at -11.6 / -11.7 eV. The HOMO-LUMO gap (alpha / beta) comes out at 7.350 / 7.369 eV.

These are the Mulliken partial charges, in e, on atoms 1 to 5:
1 Mn -0.489
2 C -0.435
3 C -0.886
4 C -0.025
5 C 0.380



3.
C28H17ClCrN5O3 as an isolated structure in a non-equilibrium geometry. Source: the OMol25 dataset; level of theory: ωB97M-V with the def2-TZVPD basis set.

Element x y z (Å)
Cr  -0.878133  -0.148980  0.053813
Cl  -1.278933  -5.954280  4.393513
C  -1.127933  -4.779880  3.160413
C  -1.108133  -5.180080  1.810613
C  -1.037733  -4.250880  0.805113
C  -0.993033  -2.865080  1.087913
O  -0.960333  -1.986780  0.152313
C  -0.995633  -2.457280  2.468313
C  -1.004333  -1.093980  2.848413
N  -0.983133  -0.071680  2.033413
C  -1.036933  1.231620  2.542513
C  -0.931733  1.616020  3.867813
C  -1.018033  2.965120  4.232813
C  -1.229233  3.937520  3.292113
C  -1.324133  3.596420  1.925613
C  -1.524033  4.543720  0.901313
C  -1.558233  4.105820  -0.400887
C  -1.385833  2.747320  -0.682487
N  -1.210633  1.821120  0.248513
C  -1.197533  2.233320  1.547813
C  -1.049433  -3.436880  3.477213
H  -1.159733  -6.231080  1.576113
H  -1.021333  -4.563080  -0.228087
H  -1.055233  -0.925680  3.922213
H  -0.766433  0.896920  4.654713
H  -0.913733  3.232820  5.273413
H  -1.302833  4.973820  3.577913
H  -1.661933  5.588520  1.138613
H  -1.707433  4.796520  -1.213887
H  -1.388133  2.405120  -1.710287
H  -1.045233  -3.141080  4.516613
O  5.251167  -0.263680  -3.304387
N  4.310167  -0.201280  -4.050487
O  4.354467  -0.143680  -5.247887
C  2.962367  -0.192080  -3.450587
C  1.922267  -0.312080  -4.320987
C  0.575367  -0.306580  -3.873287
C  -0.537933  -0.422280  -4.724287
C  -1.797533  -0.393580  -4.160587
C  -1.934933  -0.261180  -2.777687
N  -0.903133  -0.162780  -1.949387
C  0.337767  -0.176480  -2.488987
C  1.422667  -0.049180  -1.577687
N  1.082167  0.075220  -0.272787
C  2.050667  0.165220  0.628013
C  3.394467  0.162020  0.273013
C  3.763767  0.058220  -1.051487
C  2.763667  -0.057680  -2.033387
H  2.132967  -0.409480  -5.378787
H  -0.399533  -0.531980  -5.789387
H  -2.679733  -0.476480  -4.774787
H  -2.921033  -0.233180  -2.326187
H  1.748067  0.241120  1.663713
H  4.149867  0.233420  1.036813
H  4.807067  0.053420  -1.321987

Atoms 1-6, force components in eV/Å:
Cr 0.1600 -1.0292 0.9931
Cl 0.0517 -0.1368 0.1397
C 0.0422 0.6197 -0.2662
C -0.0295 0.2090 0.4144
C 0.0852 0.7581 -0.2272
C -0.1599 -1.4815 2.4880

Its spin multiplicity is 2. Its net charge is +2. As for the expectation value of S²: 0.7689. The calculation puts the highest occupied orbital energy (alpha / beta) at -13.6 / -13.6 eV. The HOMO-LUMO gap (alpha / beta) comes out at 5.902 / 6.292 eV.

These are the Mulliken partial charges, in e, on atoms 1 to 5:
1 Cr 0.023
2 Cl -0.158
3 C 0.047
4 C -0.575
5 C -0.764



> Among the records above, which one has the highest net charge?

C28H17ClCrN5O3



> net charge of number 1 (C28H15F9NO5PRu)?

-1



> The lowest net charge belongs to which entry?

C28H15F9NO5PRu